# 1
C8H9F5N2S in the gas phase in a non-equilibrium geometry. Source: the OMol25 dataset; level of theory: ωB97M-V/def2-TZVPD.

Properties
E_LUMO ... 0.02530 Eh
HOMO-LUMO gap ... 8.57 eV
Total charge ... 0
ΔE to the lowest compared entry with this formula, charge and spin ... 0.649 eV

CARTESIAN COORDINATES (ANGSTROEM)
C1 0.154 0.160 -0.488
C2 1.234 -0.598 -0.718
C3 0.596 -2.597 0.688
C4 1.018 -2.115 -0.684
C5 -0.417 -2.450 -0.393
C6 -1.314 -1.333 -0.113
C7 -1.291 2.098 -0.042
C8 3.675 -0.238 0.163
N1 1.022 2.232 0.256
N2 -0.004 1.437 -0.196
F1 -2.297 -1.017 -1.017
F2 -1.818 -1.120 1.123
F3 3.706 -1.481 0.637
F4 3.147 0.477 1.150
F5 4.914 0.184 -0.051
S1 2.786 -0.025 -1.392
H1 1.000 -3.515 0.940
H2 0.729 -1.901 1.502
H3 1.665 -2.734 -1.466
H4 -0.988 -3.168 -0.865
H5 -1.355 2.209 0.972
H6 -1.274 3.018 -0.591
H7 -2.203 1.733 -0.489
H8 1.207 3.035 -0.415
H9 0.881 2.547 1.176



# 2
A molecular structure, C3H9N4 in a non-equilibrium geometry. Source: the OMol25 dataset; level of theory: ωB97M-V/def2-TZVPD.

Properties
E_LUMO ... -0.14386 Eh
HOMO-LUMO gap ... 8.84 eV
Total charge ... +1
ΔE to the lowest compared entry with this formula, charge and spin ... 3.583 eV

CARTESIAN COORDINATES (ANGSTROEM)
C1 -0.055 0.106 -1.046
C2 0.633 0.552 1.453
C3 -0.274 0.649 0.317
N1 -1.151 -1.437 1.592
N2 -1.500 -0.836 0.657
N3 -1.120 -0.203 -1.702
N4 1.152 -0.334 -1.431
H1 1.008 -0.492 1.699
H2 1.481 1.182 1.235
H3 0.165 1.010 2.324
H4 -1.255 1.206 0.563
H5 -1.586 -2.248 1.974
H6 -2.014 -0.153 -1.117
H7 -1.067 -0.669 -2.584
H8 2.118 0.077 -1.016
H9 1.271 -0.916 -2.299



# 3
A molecular structure, C39H45CaN5P2 in a non-equilibrium geometry. Source: the OMol25 dataset; level of theory: ωB97M-V/def2-TZVPD.

Properties
E_LUMO ... -0.04033 Eh
HOMO-LUMO gap ... 5.47 eV
Total charge ... 0

CARTESIAN COORDINATES (ANGSTROEM)
Ca1 -0.273 -2.494 3.246
C1 -0.779 3.193 2.773
C2 -1.318 2.415 1.836
C3 -0.697 1.912 0.556
C4 0.505 0.964 0.592
C5 1.820 1.542 1.008
C6 2.104 2.766 1.474
C7 1.260 3.998 1.481
C8 0.323 4.179 2.678
C9 1.598 -2.584 4.464
H1 -1.249 3.195 3.752
H2 -2.348 2.018 1.970
H3 -0.460 2.757 -0.098
H4 -1.525 1.307 0.128
H5 0.193 0.120 1.241
H6 0.640 0.511 -0.427
H7 2.666 0.907 0.761
H8 3.063 2.966 1.954
H9 0.697 4.022 0.545
H10 1.964 4.860 1.467
H11 0.891 4.188 3.613
H12 -0.050 5.207 2.643
H13 1.525 -2.040 5.421
H14 2.129 -1.891 3.760
H15 2.250 -3.448 4.593
P1 1.672 -1.224 -3.436
P2 -1.852 -0.736 -3.361
N1 2.996 -0.125 -3.686
N2 2.398 -2.487 -4.604
N3 -1.902 1.038 -3.660
N4 -3.412 -1.083 -4.041
C10 0.596 -0.414 -4.711
C11 -0.793 -1.090 -4.854
C12 3.824 0.281 -2.638
C13 4.805 1.101 -3.166
C14 4.576 1.218 -4.575
C15 3.456 0.459 -4.876
C16 2.641 -3.800 -4.194
C17 3.068 -4.544 -5.291
C18 3.041 -3.677 -6.431
C19 2.676 -2.415 -5.970
C20 -1.728 1.915 -2.587
C21 -1.658 3.216 -3.062
C22 -1.762 3.147 -4.485
C23 -1.899 1.811 -4.833
C24 -4.208 -0.407 -4.982
C25 -5.241 -1.246 -5.386
C26 -5.088 -2.488 -4.672
C27 -3.976 -2.363 -3.855
H16 1.085 -0.360 -5.701
H17 0.476 0.617 -4.352
H18 -1.312 -0.735 -5.763
H19 -0.685 -2.184 -4.959
H20 3.632 -0.054 -1.619
H21 5.618 1.564 -2.628
H22 5.136 1.758 -5.307
H23 2.942 0.320 -5.820
H24 2.510 -4.092 -3.164
H25 3.370 -5.579 -5.303
H26 3.230 -3.928 -7.461
H27 2.623 -1.476 -6.498
H28 -1.727 1.532 -1.588
H29 -1.555 4.117 -2.468
H30 -1.754 3.980 -5.190
H31 -2.056 1.340 -5.802
H32 -3.987 0.604 -5.277
H33 -6.013 -1.007 -6.106
H34 -5.732 -3.359 -4.775
H35 -3.529 -3.062 -3.162
C28 0.333 2.843 6.895
C29 1.022 2.373 5.766
C30 0.634 1.193 5.126
C31 -0.484 0.437 5.576
C32 -1.212 0.967 6.677
C33 -0.776 2.109 7.353
N5 -0.827 -0.775 4.950
C34 -1.399 -1.829 5.692
C35 -0.954 -2.102 6.999
C36 -1.107 -3.374 7.531
C37 -1.654 -4.409 6.763
C38 -2.253 -4.127 5.530
C39 -2.231 -2.817 5.025
H36 0.639 3.771 7.404
H37 1.874 2.957 5.378
H38 1.208 0.818 4.270
H39 -2.103 0.430 6.992
H40 -1.297 2.462 8.243
H41 -0.441 -1.297 7.544
H42 -0.838 -3.525 8.579
H43 -1.709 -5.410 7.192
H44 -2.838 -4.902 5.038
H45 -3.014 -2.446 4.343



# 4
C3H8N2O2 in the gas phase. Source: the OMol25 dataset; level of theory: ωB97M-V/def2-TZVPD.

Properties
E_LUMO ... 0.02892 Eh
SMILES string ... NC(=O)CNCO
HOMO-LUMO gap ... 10.29 eV
Total charge ... 0
ΔE to the lowest compared entry with this formula, charge and spin ... 0.954 eV

CARTESIAN COORDINATES (ANGSTROEM)
O1 2.116 0.182 1.144
C1 1.698 0.067 0.008
N1 2.554 0.047 -1.059
C2 0.230 -0.111 -0.276
N2 -0.584 0.099 0.908
C3 -1.996 -0.099 0.613
O2 -2.465 0.841 -0.311
H1 3.517 -0.019 -0.769
H2 2.320 -0.451 -1.901
H3 -0.112 0.612 -1.011
H4 0.103 -1.107 -0.716
H5 -0.339 -0.622 1.587
H6 -2.165 -1.096 0.176
H7 -2.561 -0.055 1.530
H8 -2.317 1.711 0.076



# 5
C4H11NO2 in the gas phase in a non-equilibrium geometry. Source: the OMol25 dataset; level of theory: ωB97M-V/def2-TZVPD.

Properties
E_LUMO ... 0.02901 Eh
SMILES string ... N[C@@H](CO)CCO
HOMO-LUMO gap ... 10.52 eV
Total charge ... 0
ΔE to the lowest compared entry with this formula, charge and spin ... 1.524 eV

CARTESIAN COORDINATES (ANGSTROEM)
C1 1.319 0.985 -0.849
O1 0.889 1.819 -1.919
C2 0.152 0.233 -0.250
C3 0.453 -0.840 0.777
C4 -0.736 -1.798 0.987
O2 -1.527 -1.970 -0.203
N1 -0.946 1.096 0.290
H1 1.873 1.588 -0.118
H2 2.034 0.284 -1.274
H3 0.754 2.699 -1.563
H4 -0.311 -0.172 -1.149
H5 1.332 -1.429 0.519
H6 0.622 -0.271 1.699
H7 -0.351 -2.808 1.116
H8 -1.363 -1.430 1.782
H9 -2.300 -1.405 -0.129
H10 -0.471 1.864 0.762
H11 -1.425 1.556 -0.478



# 6
C2H4N2O2S in the gas phase in a non-equilibrium geometry. Source: the OMol25 dataset; level of theory: ωB97M-V/def2-TZVPD.

Properties
E_LUMO ... 0.00692 Eh
SMILES string ... O=CNC(=O)NS
HOMO-LUMO gap ... 9.48 eV
Total charge ... 0
ΔE to the lowest compared entry with this formula, charge and spin ... 1.975 eV

CARTESIAN COORDINATES (ANGSTROEM)
C1 -0.367 -0.789 -0.534
C2 -1.092 1.257 0.537
H1 2.757 -0.268 -0.330
H2 1.178 -1.853 0.714
H3 -1.294 0.443 -1.486
H4 -0.591 0.645 1.365
N1 0.673 -0.922 0.541
N2 -0.626 0.556 -0.820
O1 -0.699 -1.709 -1.193
O2 -1.668 2.286 0.575
S1 1.729 0.355 0.633



# 7
A molecular structure, C52H41LaN10 in a non-equilibrium geometry. Source: the OMol25 dataset; level of theory: ωB97M-V/def2-TZVPD.

Properties
E_LUMO (alpha / beta) ... -0.05767 / -0.05803 Eh
HOMO-LUMO gap (alpha / beta) ... 4.83 / 4.80 eV
Total charge ... 0

CARTESIAN COORDINATES (ANGSTROEM)
La1 0.606 -0.315 -0.864
C1 2.683 -6.575 -2.821
C2 2.225 -7.029 -1.598
C3 1.745 -6.137 -0.669
C4 1.753 -4.795 -0.870
C5 1.267 -3.654 -0.209
N1 1.607 -2.544 -0.890
C6 2.074 -2.908 -2.139
N2 2.467 -2.130 -3.105
C7 2.667 -0.852 -3.208
C8 3.006 0.042 -4.265
C9 3.112 -0.153 -5.625
C10 3.350 0.784 -6.549
C11 3.701 2.094 -5.982
C12 3.787 2.290 -4.642
C13 3.370 1.250 -3.728
C14 3.106 1.241 -2.313
N3 3.554 2.133 -1.381
C15 3.200 1.966 -0.107
N4 2.250 1.134 0.391
C16 2.276 1.346 1.820
N5 1.542 0.735 2.781
C17 0.997 -0.495 2.558
N6 0.995 -1.262 1.483
C18 0.623 -2.549 1.763
N7 0.706 -3.636 1.023
C19 0.345 -2.558 3.244
C20 0.051 -3.578 4.117
C21 -0.316 -3.247 5.422
C22 -0.304 -1.896 5.916
C23 0.011 -0.867 5.039
C24 0.446 -1.246 3.751
C25 3.165 2.397 2.116
C26 3.575 2.948 3.350
C27 4.536 3.946 3.296
C28 5.043 4.418 2.056
C29 4.550 3.983 0.845
C30 3.765 2.866 0.915
N8 2.633 -0.053 -1.996
C31 2.191 -4.307 -2.160
C32 2.679 -5.189 -3.136
H1 3.072 -7.163 -3.574
H2 2.056 -8.035 -1.292
H3 1.361 -6.517 0.249
H4 3.043 -1.185 -6.040
H5 3.398 0.696 -7.633
H6 4.013 2.943 -6.584
H7 4.181 3.207 -4.163
H8 -0.070 -4.589 3.932
H9 -0.765 -3.940 6.085
H10 -0.745 -1.745 6.927
H11 0.063 0.147 5.433
H12 3.112 2.648 4.325
H13 4.847 4.478 4.176
H14 5.680 5.250 2.247
H15 4.775 4.475 -0.058
H16 3.018 -4.822 -4.105
C33 -5.522 -1.245 0.981
C34 -4.353 -1.899 1.774
N9 -3.072 -1.588 1.204
C35 -2.434 -0.285 1.351
C36 -2.791 0.303 2.700
C37 -2.647 -2.320 0.149
C38 -3.164 -3.772 -0.059
N10 -1.604 -2.058 -0.523
H17 -6.487 -1.600 1.290
H18 -5.479 -1.460 -0.110
H19 -5.628 -0.156 0.999
H20 -4.538 -2.955 1.777
H21 -4.335 -1.501 2.750
H22 -2.738 0.327 0.477
H23 -1.310 -0.438 1.303
H24 -3.729 0.873 2.684
H25 -2.027 1.155 2.861
H26 -2.701 -0.368 3.520
H27 -2.400 -4.450 0.199
H28 -3.313 -3.932 -1.129
H29 -4.132 -4.125 0.309
H30 -1.457 -2.817 -1.150
C39 -5.381 4.163 -0.582
C40 -5.655 2.772 -0.709
C41 -4.795 1.938 -1.353
C42 -3.500 2.377 -1.702
C43 -3.258 3.761 -1.606
C44 -4.212 4.596 -1.166
C45 -2.426 1.325 -2.023
C46 -1.118 1.459 -1.766
C47 -0.575 2.592 -0.946
C48 -1.095 2.710 0.360
C49 -0.547 3.590 1.299
C50 0.519 4.412 0.953
C51 1.132 4.301 -0.346
C52 0.503 3.419 -1.307
H31 -6.047 4.860 -0.066
H32 -6.583 2.363 -0.337
H33 -5.019 0.918 -1.631
H34 -2.348 4.212 -2.021
H35 -4.111 5.675 -1.155
H36 -2.780 0.377 -2.427
H37 -1.926 2.108 0.598
H38 -1.061 3.901 2.222
H39 0.994 5.103 1.664
H40 2.122 4.735 -0.577
H41 0.952 3.200 -2.288



# 8
3 unconnected molecules or ions with the total composition C33H63BFN2O8 in a non-equilibrium geometry. Source: the OMol25 dataset; level of theory: ωB97M-V/def2-TZVPD.

Properties
E_LUMO ... 0.06651 Eh
HOMO-LUMO gap ... 6.73 eV
Total charge ... -1

CARTESIAN COORDINATES (ANGSTROEM)
C1 1.767 6.465 3.789
C2 0.917 6.534 2.529
O1 0.751 7.570 1.927
O2 0.336 5.351 2.179
C3 0.981 4.778 0.997
C4 -0.058 4.657 -0.121
C5 -0.580 3.224 -0.324
C6 -1.048 2.520 0.978
C7 -2.587 2.368 1.047
B1 -3.146 1.412 2.304
C8 -3.931 0.072 1.729
C9 -4.130 2.398 3.185
O3 -5.273 2.833 2.392
C10 -5.661 4.105 2.564
C11 -5.615 4.798 3.751
C12 -6.019 6.101 3.878
C13 -5.884 6.782 5.222
C14 -6.529 6.735 2.777
C15 -6.596 6.041 1.593
C16 -6.175 4.754 1.445
C17 -6.258 3.973 0.142
C18 -6.848 4.834 -1.013
C19 -7.219 2.775 0.346
C20 -1.906 0.987 3.345
C21 -2.360 0.249 4.550
O4 -2.692 0.780 5.588
F1 -2.434 -1.125 4.513
H1 1.080 6.351 4.630
H2 2.375 5.560 3.740
H3 2.363 7.368 3.877
H4 1.857 5.366 0.714
H5 1.324 3.791 1.315
H6 -0.859 5.376 0.051
H7 0.434 4.965 -1.054
H8 0.238 2.646 -0.762
H9 -1.411 3.234 -1.033
H10 -0.758 3.075 1.872
H11 -0.589 1.527 0.961
H12 -2.967 3.393 1.197
H13 -2.974 2.042 0.072
H14 -3.688 -0.041 0.664
H15 -5.013 0.067 1.894
H16 -3.501 -0.822 2.205
H17 -3.510 3.232 3.541
H18 -4.532 1.899 4.079
H19 -5.219 4.297 4.627
H20 -5.236 7.656 5.084
H21 -5.350 6.118 5.900
H22 -6.823 7.161 5.624
H23 -6.856 7.766 2.841
H24 -7.016 6.563 0.743
H25 -5.270 3.654 -0.194
H26 -7.733 5.339 -0.625
H27 -6.090 5.541 -1.353
H28 -7.177 4.166 -1.808
H29 -6.677 1.842 0.514
H30 -7.837 2.607 -0.543
H31 -7.896 2.906 1.191
H32 -1.476 1.918 3.722
H33 -1.113 0.416 2.851
C22 4.637 -2.260 -0.080
O5 4.159 -2.550 -1.378
C23 3.301 -3.687 -1.444
C24 1.866 -3.276 -1.711
N1 1.277 -2.599 -0.562
C25 0.003 -1.931 -0.836
C26 -0.019 -0.812 -1.875
O6 0.672 0.362 -1.491
C27 2.070 0.338 -1.695
H34 5.430 -1.519 -0.177
H35 3.852 -1.834 0.554
H36 5.048 -3.152 0.402
H37 3.378 -4.304 -0.543
H38 3.647 -4.288 -2.289
H39 1.274 -4.169 -1.938
H40 1.869 -2.635 -2.602
H41 1.929 -1.904 -0.224
H42 -0.338 -1.507 0.111
H43 -0.731 -2.691 -1.122
H44 -1.063 -0.509 -1.991
H45 0.310 -1.147 -2.867
H46 2.350 -0.244 -2.577
H47 2.587 -0.046 -0.810
H48 2.403 1.367 -1.839
C28 8.614 -8.133 -2.521
O7 8.151 -8.410 -3.829
C29 7.256 -9.513 -3.911
C30 5.841 -9.058 -4.208
N2 5.254 -8.358 -3.071
C31 4.009 -7.651 -3.371
C32 4.040 -6.534 -4.413
O8 4.761 -5.380 -4.019
C33 6.164 -5.457 -4.198
H49 9.434 -7.421 -2.605
H50 7.832 -7.678 -1.903
H51 8.985 -9.037 -2.030
H52 7.294 -10.129 -3.007
H53 7.598 -10.130 -4.747
H54 5.225 -9.931 -4.444
H55 5.882 -8.421 -5.101
H56 5.922 -7.684 -2.723
H57 3.665 -7.214 -2.430
H58 3.256 -8.389 -3.669
H59 3.008 -6.198 -4.549
H60 4.376 -6.881 -5.397
H61 6.436 -6.052 -5.073
H62 6.650 -5.854 -3.304
H63 6.535 -4.442 -4.340



E values, unit eV, following the record order: -35840.036, -9208.038, -85635.298, -10315.998, -9910.718, -20047.508, -70349.709, -57995.849.